*i*
C16H25GeN6PReS4Sb as an isolated structure. Source: OMol25; level of theory: ωB97M-V/def2-TZVPD.

Its net charge is +2. Its frontier orbital gap is 0.224 hartree. The value obtained for the HOMO energy is -13.490 eV.

Geometry (Å):
1 Re 1.175 0.262 -1.048
2 C -1.713 -1.380 3.661
3 N -1.296 -1.351 2.228
4 C -1.399 -2.418 1.384
5 C -0.579 -2.147 0.294
6 N -0.077 -0.854 0.469
7 C -0.562 -0.412 1.646
8 P -0.168 1.180 2.440
9 C -0.630 2.103 1.057
10 N -0.338 1.855 -0.227
11 C -1.123 2.659 -1.009
12 C -1.917 3.405 -0.151
13 N -1.596 3.075 1.123
14 C -2.053 3.794 2.287
15 C 1.592 1.119 2.045
16 N 2.062 0.883 0.821
17 C 3.473 0.744 0.917
18 C 3.759 0.902 2.258
19 N 2.623 1.145 2.900
20 C 2.425 1.365 4.322
21 H -1.046 -2.113 4.089
22 H -1.421 -0.437 4.057
23 H -2.762 -1.662 3.869
24 H -1.843 -3.398 1.606
25 H -0.268 -2.890 -0.447
26 H -1.033 2.686 -2.111
27 H -2.615 4.120 -0.483
28 H -3.135 4.048 2.204
29 H -1.913 3.245 3.178
30 H -1.421 4.672 2.462
31 H 4.118 0.510 0.075
32 H 4.717 0.792 2.762
33 H 1.405 1.558 4.599
34 H 2.818 0.469 4.842
35 H 2.946 2.271 4.657
36 S 2.452 2.121 -1.742
37 Sb 2.984 3.152 -4.023
38 S 2.250 -1.517 -1.040
39 S 0.495 0.515 -3.196
40 S 4.763 4.170 -3.396
41 C -1.540 -1.943 -4.785
42 Ge -0.780 -2.399 -3.115
43 C -2.379 -3.171 -2.144
44 C 0.877 -3.532 -3.282
45 C -0.515 -0.486 -2.310
46 H -2.542 -2.405 -4.939
47 H -0.916 -2.365 -5.585
48 H -1.650 -0.850 -4.949
49 H -2.969 -2.259 -1.930
50 H -2.070 -3.708 -1.275
51 H -2.781 -3.787 -2.983
52 H 0.432 -4.440 -3.702
53 H 1.610 -3.816 -2.431
54 H 1.519 -2.979 -4.003
55 H -1.443 -0.099 -1.942

In the Mulliken picture, each atom carries the following charge in e: atom 1 (Re): 0.796, atom 2 (C): -0.874, atom 3 (N): 0.123, atom 4 (C): -1.183, atom 5 (C): -0.612, atom 6 (N): 0.217, atom 7 (C): 0.198, atom 8 (P): -0.654, atom 9 (C): -0.011, atom 10 (N): 0.481, atom 11 (C): -0.556, atom 12 (C): -0.781, atom 13 (N): 0.187, atom 14 (C): -0.889, atom 15 (C): 0.217, atom 16 (N): 0.449, atom 17 (C): -0.587, atom 18 (C): -0.738, atom 19 (N): 0.135, atom 20 (C): -0.931, atom 21 (H): 0.418, atom 22 (H): 0.323, atom 23 (H): 0.310, atom 24 (H): 0.415, atom 25 (H): 0.911, atom 26 (H): 0.520, atom 27 (H): 0.485, atom 28 (H): 0.324, atom 29 (H): 0.359, atom 30 (H): 0.354, atom 31 (H): 0.558, atom 32 (H): 0.460, atom 33 (H): 0.347, atom 34 (H): 0.370, atom 35 (H): 0.347, atom 36 (S): -0.127, atom 37 (Sb): 0.640, atom 38 (S): -0.182, atom 39 (S): -0.094, atom 40 (S): -0.348, atom 41 (C): -1.172, atom 42 (Ge): 0.777, atom 43 (C): -1.263, atom 44 (C): -1.145, atom 45 (C): -0.745, atom 46 (H): 0.388, atom 47 (H): 0.412, atom 48 (H): 0.358, atom 49 (H): 0.357, atom 50 (H): 0.343, atom 51 (H): 0.489, atom 52 (H): 0.405, atom 53 (H): 0.326, atom 54 (H): 0.380, atom 55 (H): 0.717

*ii*
C16H25GeN6PReS4Sb as an isolated structure. Source: OMol25; level of theory: ωB97M-V/def2-TZVPD.

Its net charge is +2. Its frontier orbital gap (alpha / beta) is 0.252 / 0.252 hartree. The value obtained for the HOMO energy (alpha / beta) is -14.076 / -14.074 eV.

Geometry (Å):
1 Re 1.879 -0.689 -0.579
2 C -3.481 -1.165 1.739
3 N -1.943 -1.145 1.637
4 C -1.104 -1.191 2.705
5 C 0.165 -1.053 2.224
6 N 0.088 -0.886 0.825
7 C -1.205 -0.958 0.538
8 P -1.799 -0.861 -1.233
9 C -0.718 0.522 -1.692
10 N 0.559 0.739 -1.375
11 C 0.877 1.991 -1.843
12 C -0.235 2.518 -2.469
13 N -1.212 1.576 -2.341
14 C -2.578 1.615 -2.827
15 C -0.615 -2.094 -1.911
16 N 0.653 -2.202 -1.524
17 C 1.110 -3.366 -2.166
18 C 0.092 -3.946 -2.847
19 N -1.030 -3.149 -2.621
20 C -2.302 -3.414 -3.279
21 H -3.858 -2.194 1.469
22 H -3.948 -0.397 1.142
23 H -3.664 -0.950 2.779
24 H -1.470 -1.473 3.643
25 H 1.114 -1.146 2.729
26 H 1.869 2.438 -1.782
27 H -0.342 3.450 -2.984
28 H -2.881 0.532 -2.933
29 H -2.651 2.090 -3.807
30 H -3.176 2.055 -2.042
31 H 2.142 -3.723 -2.166
32 H -0.010 -4.861 -3.406
33 H -2.060 -4.134 -4.047
34 H -2.766 -2.553 -3.781
35 H -2.935 -3.827 -2.551
36 S 3.850 0.660 1.923
37 Sb 4.515 -1.457 1.298
38 S 3.499 -0.209 -1.842
39 S 2.644 -2.607 0.759
40 S 6.456 -2.288 1.054
41 C 2.302 3.809 2.000
42 Ge 1.090 2.169 2.006
43 C 1.062 1.714 3.941
44 C -0.771 2.567 1.480
45 C 2.395 0.779 0.771
46 H 1.816 4.642 2.438
47 H 2.591 4.110 0.957
48 H 3.208 3.546 2.473
49 H 0.033 1.715 4.300
50 H 1.663 2.486 4.493
51 H 1.550 0.784 4.285
52 H -1.263 1.590 1.240
53 H -0.845 3.240 0.645
54 H -1.149 3.064 2.403
55 H 2.791 1.540 0.150

In the Mulliken picture, each atom carries the following charge in e: atom 1 (Re): 0.560, atom 2 (C): -0.898, atom 3 (N): 0.231, atom 4 (C): -0.894, atom 5 (C): -0.672, atom 6 (N): 0.571, atom 7 (C): -0.628, atom 8 (P): -0.416, atom 9 (C): 0.095, atom 10 (N): 0.332, atom 11 (C): -0.290, atom 12 (C): -0.963, atom 13 (N): 0.134, atom 14 (C): -0.768, atom 15 (C): 0.116, atom 16 (N): 0.320, atom 17 (C): -0.547, atom 18 (C): -0.462, atom 19 (N): 0.108, atom 20 (C): -0.824, atom 21 (H): 0.298, atom 22 (H): 0.372, atom 23 (H): 0.391, atom 24 (H): 0.645, atom 25 (H): 0.516, atom 26 (H): 0.470, atom 27 (H): 0.526, atom 28 (H): 0.275, atom 29 (H): 0.362, atom 30 (H): 0.344, atom 31 (H): 0.430, atom 32 (H): 0.489, atom 33 (H): 0.327, atom 34 (H): 0.314, atom 35 (H): 0.370, atom 36 (S): -0.117, atom 37 (Sb): 1.018, atom 38 (S): -0.105, atom 39 (S): -0.393, atom 40 (S): -0.320, atom 41 (C): -1.372, atom 42 (Ge): 0.894, atom 43 (C): -1.248, atom 44 (C): -0.853, atom 45 (C): -0.785, atom 46 (H): 0.461, atom 47 (H): 0.339, atom 48 (H): 0.467, atom 49 (H): 0.401, atom 50 (H): 0.420, atom 51 (H): 0.331, atom 52 (H): 0.036, atom 53 (H): 0.340, atom 54 (H): 0.469, atom 55 (H): 0.785

What should be chosen as the most stable of them? Choose *i*.